No. 1
10
Properties=species:S:1:pos:R:3:forces:R:3:nbo_charge:R:1 method="wB97M-V/def2-TZVPD" charge=-1 homo_energy_ev=-2.835 spin_multiplicity=1
O -1.074 -1.253 -0.962 -0.430 -1.794 -0.860 -0.712
O -2.515 0.391 -0.302 -0.754 -0.323 -0.444 -0.727
N 0.509 -0.150 1.443 0.306 -2.075 -0.685 -0.420
N 1.397 -0.485 0.421 -2.206 3.081 0.640 -0.332
C -1.497 -0.273 -0.417 0.854 1.644 1.400 0.865
C 0.906 0.447 -0.467 2.275 -0.976 -1.746 -0.151
C -0.234 0.565 0.454 -1.128 3.030 1.794 -0.292
H 1.168 0.393 -1.583 -0.944 0.067 1.707 0.177
H -0.762 1.540 0.928 1.394 -2.098 -1.618 0.210
H 2.102 -1.175 0.485 0.635 -0.555 -0.188 0.382



No. 2
159
Properties=species:S:1:pos:R:3:forces:R:3:mulliken_charge:R:1 method="wB97M-V/def2-TZVPD" smiles="O=C1C=C(O)C(=O)C=C1O.O=C1C=C(O)C(=O)C=C1O.COP(=O)(OC)OC.COP(=O)(OC)OC.COP(=O)(OC)OC.COP(=O)(OC)OC.COP(=O)(OC)OC.COP(=O)(OC)OC.COP(=O)(OC)OC.CN(C)C=O" homo_energy_ev=-9.514 spin_multiplicity=1
P 17.311 7.393 -19.206 0.330 0.490 0.424 0.957
P 25.324 10.681 -22.023 -0.094 -0.861 0.334 0.942
P 28.463 10.682 -8.768 -0.187 -0.292 -0.574 0.854
P 21.120 12.138 -14.308 0.514 0.452 1.749 0.742
P 18.121 15.425 -7.917 1.199 -2.476 2.355 1.020
P 30.852 13.521 -16.086 -1.196 -1.873 0.345 0.955
P 27.156 6.696 -15.647 -0.132 3.819 0.346 0.767
O 12.359 6.810 -12.326 -1.437 1.900 -0.740 -0.593
O 28.298 7.692 -16.301 -1.756 -1.276 1.176 -0.069
O 22.157 17.723 -12.036 0.419 -0.043 -1.558 -0.528
O 9.543 7.645 -11.918 1.405 1.070 -0.816 -0.521
O 20.494 11.113 -15.403 1.922 -0.042 2.406 -0.224
O 22.278 12.991 -15.134 -2.645 -0.168 0.067 -0.092
O 24.207 10.118 -20.968 0.334 -0.718 -0.429 -0.257
O 20.080 18.034 -13.977 1.061 -0.201 0.374 -0.611
O 26.551 10.778 -20.920 0.445 0.672 -4.682 -0.341
O 29.943 12.459 -15.488 2.023 2.381 -1.422 -0.554
O 27.650 10.223 -10.091 -0.116 0.591 0.733 -0.028
O 32.345 13.048 -16.486 -1.297 0.317 0.222 -0.308
O 17.519 8.921 -19.741 -0.570 -1.201 -0.309 -0.238
O 18.472 7.154 -18.069 -1.611 0.728 -1.599 -0.219
O 24.858 12.220 -22.226 -0.413 0.218 1.107 -0.317
O 13.163 11.072 -14.260 0.751 -0.697 -0.101 -0.503
O 30.331 14.131 -17.495 -0.226 -1.392 1.838 -0.272
O 29.836 11.354 -9.336 -2.561 -0.384 1.367 -0.345
O 26.185 7.884 -15.038 1.833 -1.688 -1.863 -0.066
O 10.533 11.785 -13.921 1.069 -1.080 -0.087 -0.598
O 27.752 6.099 -14.322 -0.793 -1.822 -1.147 -0.362
O 18.707 16.391 -8.801 -0.269 1.435 -1.405 -0.639
O 17.652 16.045 -6.511 0.626 -0.564 -1.690 -0.315
O 26.478 5.795 -16.554 0.127 -0.878 -0.174 -0.701
O 27.621 11.500 -7.858 1.387 -0.832 -0.839 -0.694
O 15.978 7.525 -18.314 2.946 -0.859 0.740 -0.286
O 19.954 13.272 -14.168 1.959 -0.445 -0.959 -0.211
O 16.942 14.461 -8.497 -0.235 1.034 0.495 -0.280
O 31.085 14.813 -15.156 0.139 -1.245 -1.209 -0.325
O 28.995 9.220 -8.251 0.596 1.975 -0.090 -0.281
O 25.509 9.864 -23.306 -0.069 2.651 3.813 -0.664
O 25.243 17.219 -15.489 -3.095 0.686 -0.338 -0.675
O 17.227 6.369 -20.251 0.227 0.206 0.024 -0.712
O 19.277 14.415 -7.352 -1.954 0.806 0.904 -0.348
O 23.231 17.389 -17.420 -0.326 0.349 0.480 -0.558
O 13.515 16.620 -14.804 1.241 1.137 0.907 -0.644
O 21.538 11.574 -12.951 -0.896 0.904 -3.861 -0.704
N 13.346 18.573 -13.654 0.006 0.748 -1.435 0.097
C 11.928 18.622 -13.912 -1.067 -0.088 0.284 -0.977
C 22.395 17.704 -13.388 -0.119 -0.336 1.852 0.364
C 31.013 15.209 -18.053 1.057 1.238 -0.781 -0.692
C 24.048 17.445 -15.167 1.690 -0.668 0.227 0.757
C 14.045 17.569 -14.210 -0.849 -1.005 -1.210 0.188
C 20.229 11.504 -16.715 -0.852 0.848 -0.982 -0.624
C 30.925 10.616 -9.863 0.102 -0.153 0.426 -0.552
C 10.133 9.665 -12.946 -0.953 -1.020 0.578 -0.767
C 13.995 19.691 -13.056 -0.028 0.449 2.399 -1.037
C 22.899 17.588 -16.127 -0.430 -0.091 -1.347 0.552
C 12.756 8.920 -13.390 -0.076 0.821 -0.499 -0.870
C 24.418 8.790 -20.383 -0.204 -0.463 -0.821 -0.827
C 17.665 9.315 -21.160 0.836 -0.328 0.718 -0.642
C 19.200 5.939 -17.962 0.446 -1.085 0.753 -0.720
C 28.065 8.351 -7.635 -1.125 0.340 0.038 -0.656
C 23.648 12.677 -15.159 0.887 -0.648 1.684 -0.558
C 15.709 15.151 -8.945 0.691 0.125 -0.375 -0.650
C 32.997 11.888 -15.957 0.307 0.148 0.850 -0.646
C 17.276 15.283 -5.396 -1.755 0.877 2.177 -0.769
C 19.939 13.469 -8.139 0.399 0.102 -1.412 -0.558
C 11.926 7.900 -12.727 0.838 -0.202 0.494 0.558
C 23.655 17.477 -13.793 0.101 0.189 0.621 -0.629
C 30.126 15.128 -14.159 0.187 0.815 0.983 -0.671
C 26.456 10.935 -19.573 -1.216 -1.982 2.612 -0.775
C 24.664 13.182 -21.067 1.307 -1.107 0.005 -0.525
C 12.331 10.175 -13.721 1.238 -0.172 -0.685 0.530
C 28.382 6.821 -13.315 1.177 0.572 0.321 -0.637
C 10.946 10.679 -13.595 -1.080 -0.849 1.117 0.661
C 14.795 7.898 -18.899 -1.400 1.018 -1.105 -0.683
C 18.582 12.974 -13.998 -0.457 0.176 1.611 -0.758
C 26.345 10.711 -10.511 0.037 -0.298 -0.509 -0.617
C 29.552 7.266 -16.776 1.515 0.628 0.373 -0.770
C 21.234 17.878 -14.339 -0.330 0.223 -1.529 0.792
C 10.517 8.422 -12.529 -1.760 0.150 0.303 0.624
C 21.608 17.827 -15.790 1.008 -0.313 1.226 -0.962
C 24.791 7.601 -14.907 0.006 0.906 0.600 -0.669
H 23.892 12.897 -20.353 -0.363 -0.332 -0.641 0.281
H 17.886 15.363 -4.496 1.344 -0.200 -0.713 0.307
H 27.197 11.512 -19.020 0.221 0.452 -0.896 0.335
H 14.926 19.416 -12.560 0.275 -0.242 -0.531 0.381
H 24.024 12.965 -14.177 0.298 -0.511 0.204 0.281
H 15.870 16.224 -8.837 -0.306 -0.008 0.041 0.325
H 30.759 9.544 -9.758 -0.007 0.042 -0.395 0.310
H 29.364 6.355 -13.233 0.253 0.453 0.196 0.301
H 27.910 6.717 -12.338 -0.440 0.012 -0.264 0.241
H 19.166 11.744 -16.684 -0.104 -0.141 -0.830 0.244
H 20.264 6.070 -18.162 -0.117 0.431 -0.223 0.259
H 26.217 11.788 -10.619 0.813 0.092 0.022 0.275
H 19.130 5.588 -16.933 -0.069 0.322 0.186 0.294
H 27.482 7.937 -8.457 -0.058 -0.664 0.343 0.236
H 9.940 6.831 -11.601 0.340 -0.360 0.027 0.325
H 31.451 14.923 -19.010 -0.218 -0.110 -0.101 0.280
H 16.464 15.885 -4.990 -0.791 -0.379 -0.147 0.321
H 31.039 10.955 -10.893 0.351 -0.311 0.079 0.211
H 25.493 10.427 -9.893 0.458 -0.515 0.424 0.292
H 18.416 11.919 -13.780 -0.182 -0.109 -0.767 0.353
H 11.670 18.124 -14.846 0.199 -0.611 0.423 0.321
H 9.106 9.947 -12.769 -0.156 -0.059 0.081 0.384
H 13.759 8.657 -13.692 0.142 -0.092 0.269 0.433
H 24.191 17.366 -17.427 0.689 -0.186 -0.231 0.332
H 31.851 15.563 -17.453 -0.066 -0.071 0.243 0.304
H 29.892 6.261 -16.526 -0.850 -0.484 -0.526 0.333
H 13.993 7.234 -18.576 0.023 0.196 0.152 0.274
H 13.393 19.923 -12.178 -0.213 0.334 0.157 0.371
H 18.276 13.451 -13.067 0.130 0.151 0.207 0.247
H 25.447 8.429 -20.401 0.276 0.648 0.146 0.341
H 24.021 8.719 -19.370 0.069 0.582 -0.078 0.309
H 24.334 6.728 -15.373 0.849 -0.350 -0.083 0.340
H 11.441 18.208 -13.029 -0.445 -0.470 -0.315 0.313
H 24.743 7.556 -13.819 -1.270 0.100 -0.095 0.280
H 16.926 14.254 -5.474 0.299 0.069 -0.853 0.324
H 24.323 8.461 -15.385 -0.445 0.069 0.606 0.121
H 20.258 12.584 -7.588 -0.650 0.015 0.218 0.249
H 27.380 8.906 -6.993 -0.077 0.205 -0.020 0.310
H 23.789 11.610 -15.331 0.206 0.021 0.023 0.142
H 14.622 8.944 -18.649 -0.474 -0.034 0.245 0.265
H 20.759 12.394 -17.057 0.194 0.125 0.395 0.283
H 17.938 13.463 -14.729 0.351 -0.575 -0.571 0.282
H 30.146 16.216 -14.094 -0.233 -0.020 0.018 0.267
H 32.370 11.221 -15.365 -0.596 0.076 -0.501 0.280
H 20.840 17.884 -16.547 -0.046 0.034 0.083 0.424
H 15.514 14.946 -9.998 0.549 -0.112 -0.056 0.255
H 31.761 10.866 -9.209 0.317 0.042 -0.462 0.251
H 33.476 11.351 -16.776 -0.097 0.137 0.098 0.240
H 24.447 17.279 -13.087 -0.092 0.113 0.232 0.426
H 20.865 13.892 -8.529 -0.003 0.219 -0.127 0.234
H 19.277 13.269 -8.981 0.360 -0.785 -0.132 0.262
H 16.967 10.109 -21.428 0.101 0.119 0.611 0.272
H 25.447 11.181 -19.241 0.015 0.526 -0.018 0.349
H 20.489 10.723 -17.429 -0.306 -0.267 0.320 0.302
H 28.442 7.863 -13.628 0.236 0.105 0.450 0.328
H 30.346 16.058 -18.200 -0.159 -0.141 -0.013 0.271
H 28.539 7.632 -6.967 0.354 -0.088 -0.602 0.254
H 18.708 9.630 -21.181 -0.224 0.362 -0.488 0.238
H 14.796 14.825 -8.447 0.516 -0.152 0.659 0.260
H 24.303 13.243 -15.822 -0.982 0.261 -0.689 0.301
H 14.135 20.656 -13.543 -0.162 -0.366 -0.928 0.301
H 30.509 14.747 -13.212 -0.279 -0.142 0.042 0.249
H 11.435 19.584 -14.047 0.951 0.658 0.246 0.360
H 21.222 17.594 -11.862 -0.571 0.162 -0.062 0.310
H 25.579 13.186 -20.474 0.185 -0.151 -0.199 0.239
H 18.868 5.073 -18.534 -0.456 0.545 -0.572 0.313
H 12.640 11.731 -14.722 -0.312 0.604 0.059 0.339
H 15.124 17.766 -14.117 0.120 -0.564 0.010 0.329
H 30.327 7.825 -16.251 -0.098 0.541 0.191 0.282
H 29.104 14.786 -14.325 0.244 -0.203 -0.312 0.342
H 14.821 7.880 -19.988 0.108 -0.304 -0.172 0.312
H 17.529 8.547 -21.922 -0.076 -0.581 0.628 0.315
H 26.556 9.905 -19.230 0.288 -0.006 0.910 0.274
H 24.551 14.224 -21.365 -0.331 -0.491 -0.873 0.305
H 23.922 8.018 -20.970 -0.430 0.346 -0.227 0.333
H 29.674 7.573 -17.814 -0.259 -0.638 -0.114 0.275
H 33.725 12.231 -15.222 0.383 0.072 -0.305 0.281
H 26.251 10.229 -11.484 -0.300 0.239 0.015 0.182